Entry 1:
{"formula": "C14H19ClN5O12S3V", "method": "ωB97M-V/def2-TZVPD", "relative_energy_kcal_mol": 22.5, "homo_lumo_gap_ev": [5.67, 5.18], "charge": -1, "multiplicity": 2, "homo_energy_ev": [-3.75, -3.22], "symbols": ["V", "C", "C", "N", "C", "C", "S", "C", "C", "N", "H", "H", "H", "H", "H", "H", "H", "H", "H", "H", "H", "H", "H", "H", "O", "Cl", "O", "O", "O", "O", "N", "O", "C", "C", "C", "C", "O", "C", "C", "N", "O", "O", "N", "O", "O", "H", "H", "C", "O", "C", "S", "S", "H", "H", "H"], "coordinates": [[0.333, -0.453, 1.248], [-2.323, 0.360, 2.217], [-1.732, 1.716, 1.798], [-0.395, 1.496, 1.240], [0.620, 2.453, 1.663], [1.095, 2.184, 3.087], [1.609, 0.426, 3.277], [0.466, -0.149, 4.586], [-1.007, -0.022, 4.216], [-1.259, -0.415, 2.833], [-3.186, 0.506, 2.889], [-2.665, -0.171, 1.326], [-2.395, 2.180, 1.059], [-1.663, 2.387, 2.662], [-0.491, 1.531, 0.222], [1.490, 2.330, 1.010], [0.262, 3.492, 1.589], [1.980, 2.785, 3.294], [0.337, 2.396, 3.840], [0.730, -1.199, 4.698], [0.689, 0.392, 5.507], [-1.600, -0.630, 4.915], [-1.323, 1.018, 4.344], [-1.466, -1.410, 2.783], [0.487, -4.532, 1.804], [0.238, -3.146, 1.864], [0.386, -2.691, 3.215], [-1.113, -2.868, 1.467], [1.142, -2.434, 1.038], [0.848, 0.222, -6.110], [1.670, 0.846, -5.437], [2.393, 1.724, -5.906], [1.758, 0.558, -4.062], [2.655, 1.237, -3.257], [2.632, 1.059, -1.879], [1.671, 0.192, -1.249], [1.545, 0.094, 0.005], [0.864, -0.601, -2.150], [0.897, -0.414, -3.505], [0.064, -1.533, -1.502], [-0.269, -2.708, -2.225], [-1.519, 0.477, -0.996], [3.552, 1.787, -1.101], [4.531, 2.281, -1.660], [3.340, 1.931, 0.107], [3.355, 1.935, -3.692], [0.289, -0.989, -4.186], [-3.131, -1.569, -3.976], [-2.026, -1.628, -3.097], [-1.336, -2.754, -3.008], [-1.665, -4.161, -3.763], [-1.156, -0.883, -0.467], [-3.132, -0.567, -4.401], [-4.050, -1.746, -3.413], [-3.029, -2.324, -4.761]], "mulliken_charge": [0.4630, -1.0205, -0.7219, 0.3615, -0.5542, -0.7746, -0.2468, -0.7441, -1.0031, 0.0922, 0.4514, 0.3360, 0.3869, 0.4057, 0.2672, -0.0497, 0.5030, 0.6165, 0.3624, 0.4047, 0.5315, 0.3754, 0.3860, 0.5629, -0.7752, 1.9939, -0.7020, -0.6677, -0.6305, -0.6556, 1.0491, -0.6645, -0.9127, -0.5201, -1.0255, 1.1917, -0.5090, 0.4541, -0.4381, 0.7364, -0.3726, -0.7699, 0.9975, -0.7008, -0.6085, 0.5903, 0.7536, -0.8704, -0.0820, 0.4546, -0.3831, -0.2222, 0.2537, 0.2859, 0.3586]}



Entry 2:
{"formula": "C48H85N17O40S5", "method": "ωB97M-V/def2-TZVPD", "homo_lumo_gap_ev": 7.53, "homo_energy_ev": -8.03, "symbols": ["C", "N", "O", "O", "H", "H", "H", "C", "N", "O", "O", "H", "H", "H", "C", "N", "O", "O", "H", "H", "H", "C", "N", "O", "O", "H", "H", "H", "C", "N", "O", "O", "H", "H", "H", "C", "N", "O", "O", "H", "H", "H", "C", "N", "O", "O", "H", "H", "H", "C", "N", "O", "O", "H", "H", "H", "C", "N", "O", "O", "H", "H", "H", "C", "N", "O", "O", "H", "H", "H", "C", "C", "O", "S", "O", "O", "O", "H", "H", "H", "H", "C", "C", "O", "S", "O", "O", "O", "H", "H", "H", "H", "C", "C", "O", "S", "O", "O", "O", "H", "H", "H", "H", "C", "C", "O", "S", "O", "O", "O", "H", "H", "H", "H", "C", "C", "O", "S", "O", "O", "O", "H", "H", "H", "H", "N", "C", "C", "C", "C", "H", "H", "H", "H", "H", "N", "C", "C", "C", "C", "H", "H", "H", "H", "H", "N", "C", "C", "C", "C", "H", "H", "H", "H", "H", "N", "C", "C", "C", "C", "H", "H", "H", "H", "H", "N", "C", "C", "C", "C", "H", "H", "H", "H", "H", "N", "C", "C", "C", "C", "H", "H", "H", "H", "H", "N", "C", "C", "C", "C", "H", "H", "H", "H", "H"], "coordinates": [[24.249, -12.637, 4.092], [22.913, -13.244, 4.183], [22.855, -14.421, 4.338], [21.893, -12.558, 4.104], [24.966, -13.438, 4.274], [24.307, -11.856, 4.850], [24.436, -12.219, 3.103], [15.952, -7.902, -2.399], [17.432, -8.205, -2.234], [18.192, -7.574, -2.968], [17.714, -9.088, -1.458], [15.661, -7.853, -3.448], [15.718, -6.956, -1.910], [15.375, -8.697, -1.927], [22.511, -9.839, 2.354], [23.312, -10.433, 1.224], [23.495, -11.654, 1.244], [23.748, -9.710, 0.378], [21.479, -10.190, 2.327], [22.447, -8.751, 2.348], [23.083, -10.167, 3.221], [18.262, -11.415, 2.964], [18.302, -9.968, 2.749], [19.381, -9.336, 2.616], [17.256, -9.389, 2.718], [17.260, -11.735, 3.249], [19.060, -11.650, 3.668], [18.548, -11.745, 1.965], [21.741, -15.718, 1.749], [20.384, -16.105, 1.380], [20.222, -17.193, 0.785], [19.511, -15.299, 1.700], [22.191, -16.476, 2.389], [21.728, -14.751, 2.252], [22.132, -15.823, 0.737], [24.640, -9.987, -2.984], [23.898, -10.974, -3.746], [24.465, -11.327, -4.801], [22.902, -11.548, -3.196], [25.675, -10.056, -3.318], [24.523, -10.157, -1.913], [24.275, -9.073, -3.452], [26.879, -13.544, -4.090], [27.933, -12.578, -3.662], [29.051, -13.047, -3.416], [27.623, -11.389, -3.620], [27.318, -14.532, -3.948], [26.528, -13.423, -5.115], [26.093, -13.359, -3.357], [15.792, -12.956, -4.796], [16.423, -11.965, -3.842], [17.568, -11.629, -4.016], [15.728, -11.527, -2.995], [15.124, -13.609, -4.233], [16.643, -13.327, -5.367], [15.201, -12.439, -5.552], [20.747, -6.388, -1.332], [21.028, -7.867, -1.228], [20.920, -8.401, -0.106], [21.314, -8.526, -2.238], [20.972, -6.108, -2.362], [21.410, -5.874, -0.637], [19.749, -6.063, -1.040], [19.008, -18.752, -2.311], [19.783, -19.388, -3.350], [20.268, -18.697, -4.187], [19.690, -20.587, -3.382], [19.272, -17.697, -2.246], [19.222, -19.250, -1.366], [17.946, -18.793, -2.553], [20.732, -12.086, -0.653], [19.666, -11.808, -1.700], [19.518, -13.009, -2.412], [20.218, -14.372, -1.763], [21.442, -14.665, -2.500], [19.231, -15.413, -1.472], [20.595, -13.434, -0.376], [20.653, -11.450, 0.228], [21.740, -11.829, -0.981], [19.971, -11.097, -2.468], [18.722, -11.377, -1.365], [24.883, -18.603, -1.480], [23.397, -18.246, -1.867], [23.255, -16.885, -1.461], [24.679, -16.084, -1.777], [24.762, -15.085, -0.744], [24.776, -15.726, -3.171], [25.542, -17.429, -1.399], [25.459, -19.214, -2.176], [24.886, -19.210, -0.575], [22.635, -18.757, -1.279], [23.124, -18.454, -2.902], [23.841, -14.680, -6.610], [23.099, -16.031, -6.356], [24.159, -16.922, -6.153], [25.694, -16.463, -6.780], [26.090, -17.347, -7.870], [26.673, -16.201, -5.650], [25.027, -14.984, -7.291], [24.123, -14.214, -5.666], [23.224, -14.015, -7.214], [22.516, -16.318, -7.230], [22.471, -16.083, -5.466], [25.404, -8.747, -6.701], [25.085, -7.527, -5.816], [23.839, -7.793, -5.311], [22.871, -8.369, -6.505], [22.510, -7.324, -7.463], [21.843, -9.291, -5.987], [24.145, -9.239, -7.126], [25.947, -9.488, -6.114], [26.095, -8.374, -7.458], [25.076, -6.636, -6.444], [25.732, -7.361, -4.954], [18.851, -8.873, -7.134], [19.470, -8.380, -8.416], [18.688, -7.292, -8.723], [17.151, -7.528, -8.262], [16.320, -8.056, -9.324], [16.700, -6.315, -7.491], [17.478, -8.748, -7.185], [19.168, -8.310, -6.257], [19.058, -9.944, -7.139], [19.495, -9.077, -9.254], [20.492, -8.010, -8.342], [20.494, -13.730, -5.437], [20.601, -13.061, -6.638], [20.197, -13.885, -7.660], [19.707, -15.069, -7.016], [19.859, -14.913, -5.679], [20.752, -13.357, -4.535], [21.163, -12.142, -6.710], [20.306, -13.622, -8.702], [19.219, -15.936, -7.436], [19.550, -15.528, -4.846], [18.862, -20.111, 1.096], [17.824, -19.201, 0.977], [16.722, -19.949, 0.424], [17.120, -21.219, 0.202], [18.409, -21.302, 0.561], [19.777, -19.862, 1.445], [17.912, -18.129, 1.078], [15.749, -19.555, 0.167], [16.500, -22.019, -0.175], [19.152, -22.085, 0.513], [20.432, -3.984, 3.204], [19.650, -4.688, 4.101], [19.302, -5.867, 3.533], [19.849, -5.950, 2.280], [20.549, -4.780, 2.147], [20.859, -3.081, 3.354], [19.481, -4.348, 5.111], [18.699, -6.634, 3.997], [19.735, -6.713, 1.525], [21.082, -4.451, 1.267], [26.860, -11.478, 1.437], [26.666, -12.432, 0.494], [27.913, -12.895, 0.053], [28.959, -12.342, 0.797], [28.247, -11.449, 1.640], [26.130, -10.994, 1.938], [25.705, -12.798, 0.163], [28.038, -13.637, -0.722], [30.028, -12.461, 0.704], [28.777, -10.748, 2.267], [18.272, -14.837, 4.507], [17.955, -16.162, 4.296], [16.936, -16.475, 5.134], [16.459, -15.354, 5.773], [17.275, -14.321, 5.309], [18.981, -14.287, 4.043], [18.577, -16.775, 3.662], [16.484, -17.450, 5.236], [15.596, -15.407, 6.421], [17.250, -13.257, 5.491], [16.545, -14.900, 1.174], [15.798, -14.350, 2.179], [15.471, -13.023, 1.913], [16.052, -12.824, 0.611], [16.643, -13.972, 0.168], [17.014, -15.791, 1.094], [15.688, -14.871, 3.118], [14.887, -12.299, 2.462], [15.923, -11.892, 0.081], [17.089, -14.202, -0.789], [14.517, -15.616, -1.387], [15.245, -16.820, -1.510], [14.953, -17.416, -2.720], [14.095, -16.532, -3.385], [13.799, -15.432, -2.560], [14.472, -15.128, -0.504], [15.888, -17.139, -0.702], [15.486, -18.282, -3.084], [13.715, -16.670, -4.387], [13.218, -14.541, -2.744]], "mulliken_charge": [-0.7900, 1.0923, -0.5851, -0.5257, 0.3515, 0.3045, 0.1267, -0.9024, 0.7845, -0.5363, -0.2495, 0.2954, 0.3365, 0.2760, -0.9567, 1.1260, -0.3324, -0.6343, 0.2729, 0.2811, 0.2897, -0.3202, 1.0472, -0.5142, -0.5865, 0.1798, 0.1629, 0.0061, -0.3511, 0.6581, -0.5296, 0.1723, 0.4421, -0.4340, 0.3200, -0.5303, 1.0918, -0.4720, -0.3382, 0.2275, -0.0202, 0.1518, -0.5895, 0.9478, -0.5615, -0.5908, 0.3808, 0.2510, 0.0502, -0.5613, 0.8504, -0.3023, -0.5511, 0.0505, 0.2021, 0.3312, -0.9722, 0.5525, -0.3427, -0.1588, 0.3170, 0.3047, 0.3417, 0.6467, 1.0964, -0.5971, -0.6385, -0.4532, -0.1062, 0.0969, 1.1199, 0.4021, -0.2424, -0.0071, -0.0293, 0.0459, -0.1539, -0.5296, -0.4810, 0.0513, -0.3337, -0.2997, -0.2043, -0.2489, 0.7047, -0.4009, -0.0821, -0.3950, 0.3033, 0.2461, 0.2162, 0.2102, 0.1113, 0.0509, -0.3748, 0.9556, -0.5551, -0.4616, -0.4321, -0.0371, 0.3324, 0.3064, 0.0606, -0.0005, -0.6381, -0.3027, 0.8459, -0.6622, -0.0332, -0.3118, 0.0498, 0.3931, 0.3333, 0.3654, 0.1190, -0.1224, -0.3355, 1.0323, -0.5424, -0.5625, -0.2386, 0.1776, 0.0440, 0.2623, 0.1563, 1.5842, -1.1305, -0.7372, -0.9252, -0.8822, -0.3687, 0.8555, 0.4645, 0.4610, 0.6991, 0.0424, -0.7234, -0.2857, -0.7754, -0.5348, 0.2477, 0.5049, 0.5350, 0.4317, 0.4296, 0.0335, -0.6946, -0.6430, 0.2160, -0.6661, 0.1905, 0.3727, 0.4216, 0.4571, 0.2984, 0.3911, -0.5706, -0.3336, -0.8754, -0.5695, 0.1240, 0.5923, 0.4667, 0.4278, 0.3759, 0.3135, -0.6310, -0.3642, -0.6158, -0.5320, 0.1848, 0.3825, 0.4056, 0.4088, 0.3949, 0.8968, -0.4455, -1.5513, 0.1361, -1.9288, -0.0323, 0.7786, 0.5516, 0.6897, 0.8680, -0.0047, -0.2051, -0.3429, -0.6752, -0.8673, 0.2283, 0.3545, 0.4727, 0.4055, 0.5569]}



| no. | calculated total energy (eV) | maximum force (eV/Å) |
| --- | --- | --- |
| 1 | -117549.992 | 3.12 |
| 2 | -212523.783 | 5.11 |